No. 1
{
  "formula": "C27H32N4O2",
  "method": "ωB97M-V/def2-TZVPD",
  "lumo_energy_ev": -0.202,
  "smiles": "Cc1cccc(N2CCN(CCNC(=O)Cn3cccc3C(=O)c3ccccc3)CC2)c1C",
  "multiplicity": 1,
  "relative_energy_kj_mol": 6.3,
  "gap_ha": 0.287,
  "symbols": ["C", "C", "C", "C", "C", "C", "N", "C", "C", "N", "C", "C", "N", "C", "O", "C", "N", "C", "C", "C", "C", "C", "O", "C", "C", "C", "C", "C", "C", "C", "C", "C", "C", "H", "H", "H", "H", "H", "H", "H", "H", "H", "H", "H", "H", "H", "H", "H", "H", "H", "H", "H", "H", "H", "H", "H", "H", "H", "H", "H", "H", "H", "H", "H", "H"],
  "coordinates": [[-4.7733, -1.6372, 1.1249], [-4.4514, -0.2546, 0.6395], [-5.4767, 0.5927, 0.2397], [-5.1987, 1.8756, -0.1905], [-3.8895, 2.3099, -0.2698], [-2.8441, 1.4694, 0.1019], [-1.4958, 1.8696, 0.0238], [-1.1829, 3.2802, 0.0500], [0.2981, 3.4313, 0.3932], [1.1306, 2.7797, -0.6062], [2.5363, 2.9818, -0.2957], [3.4991, 2.4322, -1.3596], [3.8515, 1.0469, -1.1396], [4.7688, 0.6864, -0.2328], [5.4887, 1.4447, 0.3808], [4.7837, -0.8387, 0.0194], [3.6966, -1.1451, 0.9137], [3.7643, -0.9568, 2.2436], [2.5476, -1.2717, 2.8128], [1.7105, -1.6802, 1.7794], [2.4372, -1.5997, 0.5897], [1.9701, -1.8398, -0.7546], [2.5256, -1.3851, -1.7566], [0.7189, -2.6271, -0.8905], [-0.1687, -2.2784, -1.9068], [-1.3602, -2.9614, -2.0607], [-1.6630, -4.0203, -1.2195], [-0.7626, -4.4043, -0.2383], [0.4240, -3.7136, -0.0706], [0.7691, 1.3772, -0.7014], [-0.7150, 1.2340, -1.0175], [-3.1304, 0.1894, 0.6009], [-2.0317, -0.6842, 1.1327], [-5.8231, -1.8652, 0.9584], [-4.1667, -2.3788, 0.6068], [-4.5704, -1.7275, 2.1923], [-6.4996, 0.2468, 0.2768], [-6.0024, 2.5351, -0.4839], [-3.6795, 3.3031, -0.6357], [-1.7845, 3.7693, 0.8186], [-1.3682, 3.7675, -0.9218], [0.5575, 4.4924, 0.4199], [0.4742, 3.0032, 1.3965], [2.8080, 2.5355, 0.6782], [2.6903, 4.0612, -0.2218], [4.4257, 3.0098, -1.3081], [3.0590, 2.5375, -2.3511], [3.3040, 0.3089, -1.5744], [5.7291, -1.1030, 0.4991], [4.6673, -1.3870, -0.9155], [4.6669, -0.6056, 2.7046], [2.3007, -1.2093, 3.8538], [0.6808, -1.9637, 1.8671], [0.0892, -1.4615, -2.5642], [-2.0528, -2.6695, -2.8360], [-2.5942, -4.5547, -1.3371], [-0.9869, -5.2468, 0.3992], [1.1328, -4.0310, 0.6792], [1.3339, 0.9222, -1.5141], [0.9952, 0.8390, 0.2379], [-0.9799, 0.1799, -1.0864], [-0.9139, 1.7089, -1.9941], [-1.7996, -1.4985, 0.4450], [-1.1350, -0.0933, 1.2955], [-2.3343, -1.1277, 2.0800]],
  "atomic_forces_ev_per_a": [[0.0166, 0.0737, 0.0126], [-0.0768, 0.0662, -0.0896], [-0.0168, 0.0295, -0.0023], [-0.0790, 0.0068, -0.0123], [0.1444, 0.0628, -0.0459], [-0.2724, -0.0560, 0.0756], [0.0687, 0.1350, 0.0356], [0.2237, 0.1366, 0.2378], [-0.2111, 0.1449, -0.0806], [-0.0416, 0.0467, 0.0351], [0.1345, 0.0395, -0.1931], [0.0405, 0.2558, 0.3968], [-0.2676, -0.0176, -0.4096], [-0.0045, -0.7491, -0.2145], [0.2274, 0.2921, 0.3015], [0.5603, 0.4579, -0.3590], [-0.1692, -0.2549, 0.0894], [-0.0896, 0.0430, 0.3070], [0.1202, 0.0685, 0.0984], [0.1385, 0.0078, -0.3482], [-0.2500, -0.1037, 0.3457], [0.1071, 0.1381, -0.2019], [-0.1761, -0.1904, 0.0642], [-0.2317, -0.1858, -0.2116], [0.1231, 0.0257, 0.0639], [-0.0359, 0.0386, -0.0558], [-0.0081, -0.0380, 0.0324], [-0.0971, -0.0859, 0.0284], [0.0604, 0.0713, -0.0507], [-0.2074, -0.0640, -0.1908], [0.3284, -0.1477, -0.0267], [0.0543, 0.0237, -0.0420], [-0.0618, 0.0453, -0.0110], [-0.0526, -0.0496, 0.0072], [0.0288, -0.1240, 0.0124], [0.0150, -0.0980, 0.0760], [-0.0981, -0.0515, 0.0121], [-0.0598, 0.0540, -0.0273], [0.0526, 0.0995, -0.0401], [0.0085, 0.0110, -0.0596], [-0.0565, 0.0107, 0.0609], [0.0129, -0.0178, 0.0322], [-0.0203, 0.0465, -0.0259], [-0.0020, 0.0556, -0.0291], [0.0229, -0.0251, 0.0644], [-0.1283, -0.0134, -0.1077], [0.0401, 0.0224, -0.0054], [0.1782, 0.0353, 0.1376], [-0.1536, 0.0722, -0.0693], [0.0159, 0.0102, 0.1930], [0.2014, 0.0736, 0.0087], [-0.0046, 0.0297, 0.1916], [-0.1756, -0.0611, -0.0333], [0.0285, 0.0744, -0.0571], [-0.0572, 0.0291, -0.0628], [-0.0730, -0.0485, -0.0108], [-0.0083, -0.0711, 0.0418], [0.0296, 0.0048, 0.0646], [-0.0142, -0.0648, 0.0249], [0.0221, -0.0160, -0.0550], [0.0099, 0.0212, 0.0028], [-0.0330, -0.0873, 0.0159], [0.0926, -0.1291, -0.0377], [0.1060, -0.0164, 0.0290], [0.0205, -0.0926, 0.0669]]
}

No. 2
{
  "formula": "C27H32N4O2SSe2Ti",
  "method": "ωB97M-V/def2-TZVPD",
  "total_charge": 1,
  "lumo_energy_ev": [-2.509, -2.500],
  "multiplicity": 2,
  "relative_energy_kj_mol": 0.0,
  "s_squared": 0.753,
  "gap_ha": [0.263, 0.276],
  "symbols": ["Ti", "Se", "Se", "C", "C", "C", "C", "C", "N", "C", "C", "C", "C", "C", "N", "H", "H", "H", "H", "H", "H", "H", "H", "O", "C", "C", "C", "C", "C", "C", "C", "N", "C", "C", "N", "H", "H", "H", "H", "H", "H", "H", "O", "S", "C", "C", "C", "C", "H", "H", "H", "H", "H", "H", "H", "H", "C", "C", "C", "C", "H", "H", "H", "H", "H", "H", "H", "H", "H"],
  "coordinates": [[0.0417, 0.8974, -0.3392], [1.7428, 0.0067, -2.1885], [-0.8229, -1.2603, 1.1222], [-0.3635, -2.5871, -0.1345], [-1.3667, -3.2255, -0.8859], [-1.0606, -4.1300, -1.8680], [0.2779, -4.4026, -2.1621], [1.2319, -3.8091, -1.3949], [0.9138, -2.9731, -0.3721], [1.9216, 1.8961, -2.0454], [2.9628, 2.6594, -2.6096], [3.0418, 3.9946, -2.3180], [2.0956, 4.5923, -1.4725], [1.1048, 3.8078, -0.9616], [1.0129, 2.4927, -1.2507], [-2.3908, -2.9721, -0.6547], [-1.8513, -4.6201, -2.4220], [0.5680, -5.0682, -2.9613], [2.2883, -3.9685, -1.5503], [3.6879, 2.1690, -3.2432], [3.8483, 4.5896, -2.7289], [2.1434, 5.6429, -1.2261], [0.3476, 4.1946, -0.2908], [-1.2396, 1.9551, 0.5392], [-1.4549, 2.1400, 1.8529], [-2.6980, 2.6142, 2.2600], [-2.9781, 2.8213, 3.5971], [-2.0163, 2.5491, 4.5635], [-0.7699, 2.1104, 4.1637], [-0.4543, 1.9228, 2.8166], [0.9322, 1.5437, 2.4462], [1.3800, 1.1943, 1.2557], [2.7409, 0.9550, 1.3733], [3.1124, 1.1636, 2.6537], [1.9557, 1.5395, 3.3172], [-3.4393, 2.8146, 1.4973], [-3.9486, 3.2005, 3.8903], [-2.2350, 2.6852, 5.6132], [-0.0291, 1.9013, 4.9267], [3.3290, 0.6580, 0.5214], [4.0606, 1.0759, 3.1518], [1.8964, 1.7874, 4.2895], [-1.3550, 0.2781, -1.6998], [-2.8454, 0.5930, -1.3072], [-3.1136, 2.2674, -1.9497], [-3.4964, 2.1124, -3.4145], [-4.4674, 0.9397, -3.4444], [-3.7625, -0.1765, -2.6704], [-2.1909, 2.8137, -1.7689], [-3.9174, 2.7079, -1.3560], [-2.6051, 1.8722, -3.9981], [-3.9237, 3.0280, -3.8207], [-4.7039, 0.6209, -4.4585], [-5.4044, 1.2073, -2.9514], [-2.9922, -0.6640, -3.2688], [-4.4366, -0.9233, -2.2539], [3.2699, -4.7977, 0.8615], [2.4207, -3.7007, 1.5054], [1.1991, -4.3019, 2.2016], [2.0363, -2.5802, 0.5317], [3.7991, -5.3654, 1.6273], [4.0231, -4.3866, 0.1847], [2.6539, -5.5073, 0.3042], [3.0330, -3.2010, 2.2617], [0.6265, -4.9271, 1.5105], [0.5344, -3.5299, 2.5910], [1.5095, -4.9349, 3.0336], [1.7116, -1.7024, 1.0789], [2.8780, -2.3002, -0.1009]],
  "atomic_forces_ev_per_a": [[-0.0518, -1.4823, -0.6115], [0.2982, 0.2334, 0.1084], [0.0221, -0.1625, 0.0024], [-0.1403, -0.0548, 0.0335], [0.0215, 0.1392, 0.0519], [-0.0564, -0.0366, -0.0517], [-0.0070, -0.0325, -0.0533], [0.0371, 0.0603, 0.1317], [0.4308, 0.0512, 0.0943], [0.2234, 0.0443, 0.0095], [-0.1909, -0.4206, 0.0181], [0.0186, 0.2497, 0.0452], [0.1939, 0.1279, -0.1655], [-0.2679, -0.2552, 0.0506], [0.4088, 0.3657, -0.3588], [0.0005, 0.0084, -0.0100], [0.0131, 0.0309, -0.0086], [-0.0087, 0.0136, 0.0042], [-0.0139, -0.0225, 0.0339], [-0.0015, 0.0078, 0.0043], [-0.0316, -0.0041, -0.0146], [0.0135, -0.0074, 0.0008], [-0.0253, -0.0232, 0.0032], [-0.3924, 0.8231, 0.8874], [0.2298, 0.0212, -0.5656], [-0.2102, 0.0157, 0.2147], [-0.0316, 0.0033, -0.0861], [0.0834, -0.0115, 0.0119], [-0.0515, 0.0296, 0.1233], [0.5537, -0.2404, -0.0543], [-0.7696, 0.3056, 0.3018], [0.4660, -0.0793, 0.0228], [-0.2117, 0.0790, -0.1903], [-0.2394, 0.0673, 0.2426], [0.4458, -0.0808, 0.1781], [0.0061, -0.0057, -0.0003], [-0.0021, -0.0449, -0.0031], [0.0088, 0.0042, -0.0084], [-0.0397, 0.0118, 0.0092], [-0.0189, -0.0246, -0.0085], [-0.0036, 0.0390, 0.0096], [0.0083, 0.0116, -0.0356], [-1.1099, 0.4993, 0.2280], [0.6515, -0.1435, -0.3273], [0.0067, 0.0578, -0.0850], [0.0226, -0.0070, -0.0008], [0.0985, -0.0421, 0.0030], [-0.1657, -0.0813, -0.0555], [-0.0192, 0.0104, 0.0975], [0.0162, -0.0112, 0.0085], [-0.0022, 0.0104, -0.0155], [-0.0247, 0.0184, 0.0554], [-0.0079, -0.0490, 0.0152], [-0.0035, 0.0146, -0.0214], [0.0089, -0.0131, 0.0229], [0.0240, -0.0151, -0.0294], [0.0599, 0.0156, 0.0234], [-0.0946, -0.1307, -0.0622], [0.0343, 0.0581, 0.0679], [-0.1376, -0.0063, -0.1669], [-0.0560, -0.0347, 0.0025], [0.0099, -0.0053, 0.0346], [0.0129, 0.0224, -0.0190], [0.0252, 0.0490, -0.0273], [0.0012, 0.0206, 0.0128], [0.0200, -0.0094, 0.0225], [0.0053, -0.0203, -0.0448], [-0.0682, 0.0216, -0.0513], [-0.0253, 0.0156, -0.0552]]
}

No. 3
{
  "formula": "C27H32O7",
  "method": "ωB97M-V/def2-TZVPD",
  "lumo_energy_ev": -0.116,
  "multiplicity": 1,
  "relative_energy_kj_mol": 2721.7,
  "gap_ha": 0.316,
  "symbols": ["C", "C", "C", "C", "C", "O", "O", "C", "C", "C", "O", "C", "C", "H", "H", "H", "H", "C", "C", "C", "H", "H", "C", "H", "C", "C", "C", "C", "O", "C", "C", "H", "H", "H", "C", "H", "H", "H", "C", "H", "C", "C", "O", "O", "C", "H", "H", "H", "H", "H", "H", "H", "C", "H", "H", "H", "H", "H", "C", "H", "H", "H", "O", "H", "H", "H"],
  "coordinates": [[-3.0625, 0.9140, -1.4450], [-2.1390, 0.3494, -0.6465], [-1.6604, 0.9771, 0.6020], [-0.8452, 2.2491, 0.4267], [0.0441, 2.3694, 1.4003], [1.3002, 3.0194, 1.1273], [0.1243, 1.9671, 2.5120], [-1.1696, 0.9614, 2.8187], [-0.8985, 0.2008, 4.0429], [-1.8008, 0.0021, 5.1394], [-0.9847, -0.8435, 6.0244], [0.1515, -1.0281, 5.5896], [0.1530, -0.2707, 4.5016], [1.3812, -0.2672, 4.0173], [0.6662, -1.5404, 6.3350], [-2.7256, 0.3462, 5.1874], [-1.9956, 1.9532, 3.0836], [-1.5731, 0.2833, 1.6535], [-0.5703, -1.0592, 1.4384], [-0.9333, -1.6826, 0.1261], [-0.3286, -2.5375, -0.1669], [-1.7428, -2.2434, 0.3439], [-1.2892, -0.9722, -1.1210], [-2.0113, -1.4349, -1.6822], [-0.2872, -1.0855, -2.2548], [-0.9804, -0.1651, -3.2866], [-0.9975, 1.2533, -3.7230], [0.2383, 1.8576, -3.0268], [0.0686, 3.3011, -2.9980], [1.3929, 1.2848, -2.5965], [2.3943, 2.0631, -1.9241], [1.9555, 2.2821, -0.9588], [2.3626, 3.1150, -2.4163], [3.2588, 1.8781, -1.9760], [1.9948, 0.7959, -3.9912], [1.6019, -0.0983, -4.4076], [2.9182, 0.1917, -3.7757], [2.3393, 1.7936, -4.5675], [1.0190, 0.0059, -1.7328], [0.8787, 0.4797, -0.8541], [2.2763, -0.6595, -1.3730], [2.4968, -1.5560, -0.3422], [1.8948, -2.7916, -0.2915], [2.7511, -0.9649, 0.7280], [3.0203, -1.9219, 1.8557], [3.5025, -2.7234, 1.9087], [1.9596, -2.0466, 2.4536], [3.4148, -1.0865, 2.7971], [3.0716, -0.2616, -1.3206], [2.5609, -1.4387, -2.4573], [-1.4661, 1.5194, -4.4654], [-1.7017, -0.8346, -3.8542], [0.0489, -2.3359, -2.5542], [0.5983, -2.6712, -1.8994], [-0.8112, -2.6152, -2.8713], [0.9182, -2.0336, -3.5216], [0.2971, -0.4929, 1.1250], [-0.4522, -1.5596, 2.1278], [-2.8964, -0.4072, 2.0571], [-2.7709, -0.8577, 3.0339], [-3.7518, 0.4325, 2.3548], [-3.3814, -0.7729, 1.2191], [-2.2002, 2.3051, 0.7344], [-0.4559, 2.7988, -0.7108], [-3.6458, 1.8749, -1.2026], [-3.5253, 0.4351, -2.3497]],
  "atomic_forces_ev_per_a": [[-1.8467, 0.4665, 0.4076], [1.4303, -0.7276, -2.9981], [-1.4245, 7.6383, -11.6887], [-2.5478, 0.5732, -7.9139], [13.5780, 8.0889, -2.9793], [-6.1680, -2.6213, -0.2656], [-3.5662, -5.9676, 7.8531], [-0.3422, 7.1751, 3.7023], [-8.9157, 3.9528, 0.3180], [7.4017, -2.9679, -1.6835], [-11.0949, 2.0200, 2.8993], [1.3337, 0.9341, -0.6575], [17.8682, -4.1320, -2.7820], [-4.0263, 0.4198, 0.6628], [2.1564, -0.8313, 0.1202], [-4.1106, 0.7047, 1.4909], [2.2119, -3.3450, -0.7183], [0.4524, -11.1026, 9.0230], [-1.6258, 13.0016, -14.6198], [0.6881, -2.4814, -0.0348], [1.0339, 0.2974, 0.5348], [-3.4436, -1.7945, 0.7957], [-1.3802, 2.9933, 1.9035], [-2.7771, -2.0784, -0.2142], [1.3591, 15.2255, 3.4685], [-1.7112, 1.7752, -4.0518], [9.3953, -10.0012, 11.8062], [-7.8283, 12.2199, -2.9675], [1.3538, -7.7529, 0.1509], [2.4648, -6.3314, -1.8613], [-11.8123, 7.6710, 0.6652], [0.8039, 0.2131, 0.8133], [-0.1472, -1.4315, 0.7209], [11.9987, -3.7995, -0.3429], [3.2263, 1.4130, 0.6155], [-1.9643, 0.2592, -1.4328], [0.2052, 1.4691, 0.4793], [-1.1949, -2.7994, 0.6361], [-0.1760, -1.5650, -2.2922], [-2.2434, 1.4869, 3.2505], [-6.0760, -8.3681, -8.2728], [-8.2548, -9.2700, 0.9310], [4.2869, 5.0761, -0.3457], [3.5882, -1.0927, 4.4106], [-7.4364, 11.6202, 6.1230], [4.3893, -6.5821, -1.2773], [2.3404, -0.2556, -2.1257], [-0.3847, -2.5105, -3.1591], [10.0702, 7.5868, -0.2122], [-0.6315, 1.9472, 3.0127], [-4.8817, 3.3674, -7.2447], [0.3304, 0.8814, 0.4676], [4.4373, 2.5278, -9.8133], [4.9067, -4.8197, 6.5736], [-5.0890, -4.1683, -2.4921], [-2.6475, -1.8716, 2.1982], [1.1564, -0.0767, 0.9852], [1.7232, -9.0089, 12.3324], [-2.0778, 4.5583, 2.3005], [-0.2064, -1.2379, -0.6197], [2.1730, -1.4077, -0.6844], [-0.6021, -1.9729, -1.2400], [-0.7771, 0.1109, 0.8265], [-1.3535, -2.0124, 3.5605], [1.2704, -1.5523, 0.0580], [1.1316, 0.2629, 0.8942]]
}